{"formula": "C40H78ClI2N6O8", "method": "ωB97M-V/def2-TZVPD", "species": ["C", "C", "C", "C", "C", "C", "C", "C", "C", "C", "C", "N", "N", "C", "Cl", "C", "N", "C", "C", "O", "C", "C", "O", "C", "C", "C", "I", "C", "C", "I", "H", "H", "H", "H", "H", "H", "H", "H", "H", "H", "H", "H", "H", "H", "H", "H", "H", "H", "H", "H", "H", "H", "H", "H", "H", "H", "H", "H", "H", "H", "H", "H", "H", "C", "O", "C", "C", "N", "C", "C", "O", "C", "H", "H", "H", "H", "H", "H", "H", "H", "H", "H", "H", "H", "H", "H", "H", "C", "O", "C", "C", "N", "C", "C", "O", "C", "H", "H", "H", "H", "H", "H", "H", "H", "H", "H", "H", "H", "H", "H", "H", "C", "O", "C", "C", "N", "C", "C", "O", "C", "H", "H", "H", "H", "H", "H", "H", "H", "H", "H", "H", "H", "H", "H", "H"], "xyz": [[3.858, -2.451, 2.394], [2.964, -2.995, 1.185], [1.929, -4.069, 1.694], [0.647, -4.187, 0.790], [-0.445, -3.067, 1.108], [-0.736, -2.231, -0.198], [-2.251, -1.838, -0.383], [-2.372, -1.070, -1.771], [-1.814, 0.422, -1.680], [-1.051, 0.794, -3.016], [-0.303, 2.176, -2.960], [0.290, 2.450, -1.608], [-0.399, 3.289, -0.891], [0.069, 3.566, 0.319], [-0.847, 4.695, 1.328], [1.293, 2.916, 0.807], [1.724, 3.238, 2.138], [0.842, 2.678, 3.174], [-0.358, 1.722, 2.915], [1.090, 2.951, 4.310], [3.109, 2.814, 2.389], [4.367, 3.650, 2.050], [3.273, 1.724, 2.869], [2.036, 1.985, -0.013], [1.448, 1.781, -1.352], [2.176, 0.847, -2.347], [2.054, -1.288, -2.307], [2.982, 1.404, -3.298], [3.785, 0.577, -4.334], [3.159, 3.555, -3.298], [3.536, -1.405, 2.648], [3.714, -3.108, 3.294], [4.928, -2.362, 2.073], [3.629, -3.457, 0.406], [2.452, -2.081, 0.772], [2.449, -5.063, 1.628], [1.701, -3.832, 2.764], [1.000, -4.142, -0.276], [0.126, -5.172, 0.937], [0.038, -2.393, 1.870], [-1.357, -3.485, 1.598], [-0.087, -1.321, -0.163], [-0.461, -2.819, -1.114], [-2.651, -1.230, 0.462], [-2.805, -2.804, -0.535], [-3.435, -1.078, -2.129], [-1.729, -1.620, -2.502], [-1.220, 0.575, -0.748], [-2.735, 1.066, -1.675], [-0.395, -0.037, -3.388], [-1.846, 0.897, -3.805], [0.469, 2.281, -3.764], [-1.066, 2.961, -3.201], [-1.265, 2.373, 2.775], [-0.272, 1.090, 2.001], [-0.553, 1.140, 3.847], [4.277, 4.264, 1.119], [5.182, 2.907, 1.842], [4.742, 4.254, 2.917], [2.957, 1.452, 0.285], [4.635, 0.007, -3.885], [3.129, -0.152, -4.869], [4.166, 1.298, -5.100], [-5.913, 5.402, 2.521], [-5.798, 4.208, 3.277], [-7.043, 3.529, 3.445], [-7.016, 2.193, 2.718], [-7.023, 2.386, 1.270], [-6.761, 1.165, 0.511], [-5.370, 0.538, 0.656], [-4.322, 1.334, 0.114], [-3.785, 2.294, 1.008], [-4.943, 5.900, 2.530], [-6.178, 5.183, 1.481], [-6.654, 6.074, 2.961], [-7.892, 4.140, 3.124], [-7.159, 3.341, 4.516], [-7.892, 1.606, 3.008], [-6.116, 1.655, 3.042], [-6.319, 3.072, 1.026], [-6.907, 1.413, -0.544], [-7.518, 0.417, 0.766], [-5.374, -0.386, 0.069], [-5.146, 0.240, 1.685], [-3.823, 1.962, 2.050], [-4.301, 3.250, 0.896], [-2.739, 2.457, 0.736], [-2.770, 2.577, -9.507], [-1.722, 3.513, -9.696], [-2.122, 4.860, -9.454], [-1.395, 5.413, -8.237], [-1.873, 4.779, -7.010], [-1.063, 5.086, -5.835], [0.378, 4.561, -5.820], [0.469, 3.141, -5.755], [0.435, 2.490, -7.020], [-2.404, 1.596, -9.809], [-3.064, 2.525, -8.453], [-3.637, 2.830, -10.123], [-3.206, 4.955, -9.348], [-1.825, 5.442, -10.331], [-1.564, 6.492, -8.175], [-0.322, 5.238, -8.382], [-1.882, 3.775, -7.141], [-1.584, 4.656, -4.973], [-1.049, 6.170, -5.685], [0.843, 4.932, -4.899], [0.981, 4.959, -6.642], [0.877, 3.096, -7.813], [-0.589, 2.215, -7.281], [1.006, 1.563, -6.935], [4.217, -6.601, 8.897], [5.264, -7.019, 8.036], [5.086, -8.344, 7.541], [4.861, -8.319, 6.036], [3.555, -7.749, 5.713], [3.368, -7.477, 4.290], [4.254, -6.395, 3.660], [3.991, -5.085, 4.143], [4.710, -4.736, 5.317], [4.485, -5.625, 9.303], [3.275, -6.498, 8.348], [4.090, -7.301, 9.727], [4.278, -8.872, 8.056], [6.015, -8.886, 7.745], [4.916, -9.339, 5.646], [5.672, -7.732, 5.588], [3.439, -6.882, 6.223], [2.326, -7.169, 4.163], [3.490, -8.409, 3.730], [4.015, -6.371, 2.592], [5.321, -6.633, 3.724], [5.686, -5.223, 5.369], [4.123, -4.967, 6.208], [4.865, -3.655, 5.305]], "spin_multiplicity": 1, "e_lumo_ev": -4.21, "fmax_ha_per_bohr": 0.06958, "e_homo_ev": -9.929, "total_energy_ev": -96775.812, "charge": 1, "mol_weight_g_mol": 1060.4}